1.
98
Properties=species:S:1:pos:R:3:mulliken_charge:R:1 method="wB97M-V/def2-TZVPD" e_lumo_ev=1.86 de_lowest_ev=0.4642 e_tot_ev=-159082.9725 total_charge=-1
Rb 1.4964 1.0006 -0.0299 0.906
Br -1.1312 4.0868 -0.1247 -0.165
Cl 4.3010 5.4841 -0.5552 -0.246
Cl 7.0160 3.6593 -4.8466 -0.277
Cl 3.5616 0.4203 -2.2626 -0.217
O -4.7177 0.3589 -4.9856 -0.662
O -0.5621 5.9802 4.6727 -0.551
O 3.2192 2.7181 -0.4654 -0.561
N -4.7759 -0.4128 -2.8594 0.372
N 0.7422 3.3838 1.7391 0.087
N -0.7221 1.2293 -2.8492 -0.185
C 4.0189 2.9386 -1.4160 -0.746
C -4.3771 -0.2349 -0.3941 -0.821
C 1.5130 -1.3261 2.5466 -0.608
C -0.1100 5.1205 3.7312 0.914
C -6.8944 0.8691 -2.6508 -1.089
C -1.4409 -1.3299 4.5532 -1.806
C 0.4431 -4.5442 -0.4657 -2.106
C -4.1311 -1.0002 -1.6902 -0.286
C -1.4377 0.8282 3.3037 -1.166
C -0.2777 4.1944 1.5645 0.027
C -0.4877 -1.5986 1.5649 -0.196
C 0.4630 -2.3639 -1.7532 -1.402
C 4.6775 4.1876 -1.6493 0.460
C -1.5362 -3.1234 -0.5402 -2.094
C 1.3628 3.4375 2.9141 -0.924
C -0.5486 -0.3158 3.8147 2.399
C 0.1543 -1.0052 2.6636 -0.417
C -4.1226 0.0466 -3.9612 0.232
C 5.2568 2.1549 -3.4324 -0.725
C -0.7588 5.0873 2.5045 -0.603
C 0.9767 4.2762 3.9417 -0.455
C 3.1778 -4.1421 1.7498 -1.742
C 4.2111 -1.8943 1.8344 -2.078
C 5.8707 3.3889 -3.5585 0.430
C -0.4535 -0.1617 -4.7721 -0.815
C -2.6360 0.2183 -3.8765 0.545
C 3.1156 -2.7275 1.1414 2.653
C 5.5761 4.4120 -2.6695 -0.740
C -2.0313 1.0264 -2.9203 0.056
C 3.5497 -2.7927 -0.3302 -1.435
C 0.0519 0.6397 -3.7589 -0.218
C 0.4465 -2.3064 0.7785 -0.460
C -0.0015 -3.0724 -0.4674 3.363
C 4.3621 1.9594 -2.4010 0.603
C 1.7304 -2.1189 1.3910 0.034
C 0.4545 0.2500 4.8212 -1.909
C -6.2311 -0.4773 -2.9308 -0.877
C -1.8200 -0.3699 -4.8351 -0.510
H -1.9572 -0.8553 5.3962 0.456
H -0.0699 0.7078 5.6659 0.431
H -3.8012 -0.6920 0.4123 0.278
H -2.0030 1.2869 4.1238 0.487
H -0.8318 -2.1543 4.9287 0.374
H 2.4339 -4.7977 1.2974 0.236
H 1.0974 -0.5440 5.2054 0.333
H -1.9539 -3.6088 0.3436 0.493
H -6.5672 -1.2295 -2.2156 0.395
H -1.9560 -2.1206 -0.6151 -0.247
H -0.8277 1.5983 2.8285 0.138
H 1.5483 -2.2805 -1.8011 0.005
H 0.0391 -1.3560 -1.7758 -0.115
H 1.1176 0.8195 -3.6700 0.371
H -0.0358 5.8860 5.4721 0.293
H 0.0998 -5.0243 0.4531 0.351
H 2.2618 -1.0651 3.2804 0.193
H -2.2639 -0.9827 -5.6096 0.471
H 2.8868 -3.3923 -0.9457 0.245
H -2.1881 -1.7458 3.8756 0.277
H -1.6046 5.7266 2.3002 0.487
H -6.5561 1.5977 -3.3870 0.301
H 3.5982 -1.7880 -0.7530 -0.077
H -6.6409 1.2351 -1.6560 0.267
H -4.4944 -2.0268 -1.5787 0.353
H 4.1584 -0.8478 1.5264 0.290
H -7.9791 0.7755 -2.7244 0.391
H -1.5572 -1.5561 1.4037 0.129
H -6.5039 -0.8005 -3.9352 0.448
H 4.1694 -4.5884 1.6074 0.458
H 2.2135 2.7757 3.0327 0.525
H -5.4318 -0.2547 -0.1159 0.372
H 0.1171 -2.8968 -2.6473 0.551
H 1.5199 -4.6660 -0.5238 0.342
H 4.5483 -3.2344 -0.3990 0.567
H -2.1482 0.4531 2.5649 0.018
H -2.6276 1.5407 -2.1716 0.227
H 6.0460 5.3798 -2.7772 0.421
H 2.9690 -4.0913 2.8200 0.327
H -4.0597 0.8041 -0.4924 0.193
H 1.5012 4.2673 4.8895 0.298
H 0.2135 -0.6137 -5.4936 0.452
H -3.0655 -1.0586 -1.8806 -0.208
H 5.1968 -2.2821 1.5615 0.498
H 5.4656 1.3547 -4.1292 0.410
H 0.0034 -5.0742 -1.3175 0.446
H 4.1317 -1.9397 2.9204 0.365
H -1.8429 -3.6880 -1.4264 0.527
H 1.0869 1.0079 4.3533 0.170


2.
98
Properties=species:S:1:pos:R:3:mulliken_charge:R:1 method="wB97M-V/def2-TZVPD" e_lumo_ev=4.06 de_lowest_ev=0.2445 e_tot_ev=-150139.9549 total_charge=-2
As -0.1732 2.1890 -0.5735 0.667
K -0.0243 -1.1390 -0.4307 0.869
Si -1.8315 3.2387 -1.8779 0.328
Si 1.7981 2.8831 -1.6990 0.418
Si -0.1248 3.6068 1.3230 0.246
O 1.9480 0.0853 0.0777 -1.131
O -2.2320 -0.3204 -0.0075 -1.127
O 4.5355 -0.2703 -0.2695 -0.202
N -0.2731 -0.1309 1.8069 1.483
N -1.5871 -0.2463 2.2475 -0.674
C -1.6135 3.2392 2.3843 -0.872
C 3.2611 3.0071 -0.5468 -0.738
C -0.0959 -3.7481 1.8749 -0.081
C 2.6252 -0.2293 1.1049 0.974
C -6.5217 -0.9780 2.4641 -0.336
C -2.8497 -3.9907 1.8668 -0.375
C -0.1447 5.4535 0.9506 -1.165
C 2.3028 -6.8562 -3.4823 -0.467
C 0.6225 -0.3248 2.6939 -1.694
C 4.0510 -0.4273 1.0090 0.167
C -0.8358 -3.3771 2.9824 -0.331
C 0.9041 -4.5324 -3.9725 -0.571
C 2.1233 1.5465 -2.9627 -1.025
C 2.2838 -6.3327 -4.7724 -0.402
C -4.2121 -0.6229 3.0496 -0.142
C -4.8617 -0.6950 0.7458 -0.065
C 0.0479 -4.8392 -0.3596 -1.469
C -1.8270 5.0895 -2.2121 -1.080
C -1.7567 2.3896 -3.5527 -1.148
C -2.4356 -0.3492 1.2353 0.199
C -3.4636 2.8186 -1.0680 -0.918
C -0.7130 -4.2793 0.7256 0.440
C -5.5287 -0.8321 3.4271 -0.848
C 0.1632 -4.3571 -1.5983 0.248
C -3.8650 -0.5522 1.7024 0.584
C -2.2181 -3.5113 3.0067 -0.253
C 5.8978 -0.5152 -0.4578 -1.147
C 1.4385 3.2430 2.2867 -0.963
C 4.2572 -0.8608 3.3722 -1.196
C -2.1219 -4.3575 0.7478 -0.297
C 1.7047 4.5214 -2.6265 -1.077
C 1.6305 -6.2276 -2.4498 -0.401
C 1.5802 -5.1601 -5.0106 -0.461
C -6.1824 -0.9081 1.1215 -0.832
C 2.0696 -0.3944 2.4155 1.788
C 0.9095 -5.0528 -2.6762 0.448
C 2.8978 -0.6993 3.5043 -1.063
C 4.8344 -0.7248 2.0985 -0.544
H 2.8567 -7.7671 -3.2800 0.334
H 4.1425 3.1287 -1.1880 0.368
H 2.7131 4.7256 -3.0041 0.329
H 0.5185 5.7525 0.1354 0.186
H 1.2001 3.3028 3.3538 0.445
H 6.0874 -0.4024 -1.5240 0.228
H -1.7080 2.1816 2.6327 0.082
H -4.2810 3.0272 -1.7681 0.483
H 6.5210 0.1984 0.0984 0.370
H 2.2088 3.9858 2.0681 0.434
H -3.4216 -0.5255 3.7806 0.431
H 0.3107 -0.5308 3.7252 -0.012
H -3.4906 1.7647 -0.7873 -0.065
H 0.1804 5.9641 1.8643 0.388
H -2.6677 5.2593 -2.8964 0.362
H 1.3946 5.3644 -2.0068 0.232
H -3.6347 3.4092 -0.1679 0.266
H 3.3844 2.1047 0.0474 0.011
H -1.4931 3.8220 3.3056 0.432
H -1.1519 5.7998 0.7145 0.256
H -6.9448 -1.0258 0.3593 0.381
H -2.7909 -3.1973 3.8699 0.376
H 1.0313 4.4671 -3.4838 0.254
H -1.6542 1.3096 -3.4483 0.277
H -2.0001 5.6831 -1.3144 0.300
H 4.8774 -1.1027 4.2264 0.312
H 0.3569 -3.6146 -4.1609 0.304
H 3.2047 3.8715 0.1173 0.244
H -5.7765 -0.8903 4.4813 0.372
H 1.6339 -6.6124 -1.4374 0.318
H 1.2787 1.4076 -3.6409 0.282
H -2.6813 2.5936 -4.1041 0.432
H -0.9209 5.4533 -2.6897 0.253
H -2.6350 -4.7328 -0.1301 0.387
H 2.8141 -6.8298 -5.5769 0.335
H 1.5557 -4.7266 -6.0046 0.344
H 2.4297 -0.8206 4.4767 0.336
H -0.9168 2.7500 -4.1504 0.259
H -7.5499 -1.1483 2.7627 0.375
H 0.9842 -3.6476 1.8893 0.377
H 6.1737 -1.5300 -0.1463 0.379
H 2.3156 0.6142 -2.4299 0.134
H 1.8553 2.2578 2.0979 -0.063
H -0.2497 -3.4011 -1.9902 -0.150
H 3.0062 1.8026 -3.5595 0.390
H 5.9036 -0.8616 1.9864 0.380
H -4.5700 -0.6512 -0.2950 0.334
H -0.3183 -2.9510 3.8351 0.230
H -3.9337 -4.0525 1.8342 0.308
H -2.5417 3.5521 1.9038 0.218


3.
103
Properties=species:S:1:pos:R:3:mulliken_charge:R:1 method="wB97M-V/def2-TZVPD" e_lumo_ev="0.29 / -2.32" spin_multiplicity=2 de_lowest_ev=0.1137 e_tot_ev=-221919.5431
Lu 0.6586 -0.1510 -0.8860 0.998
Ge -0.8680 -2.9462 -0.2536 0.013
Cl 2.4175 1.9567 -5.5052 -0.194
Cl -8.5772 4.3037 1.1299 -0.222
Cl 2.1838 -2.5353 -2.4488 0.100
S 2.2544 0.7562 -2.7333 -0.497
P 3.3137 2.8489 1.2071 0.163
Si -3.0207 -2.5822 0.9061 0.488
Si -1.7027 -4.2912 -2.1879 0.713
Si 0.4882 -4.0269 1.3818 0.809
O -1.5806 0.3077 -0.5057 -0.896
O 3.7609 -1.0743 0.9532 -0.680
O 1.9020 0.1998 0.7576 0.149
O -3.2211 2.5136 -0.6487 -0.248
O 0.0651 1.9023 -0.6190 -0.534
C 2.7743 1.9643 3.8070 -0.080
C 6.0473 5.1368 -0.6339 -0.480
C -4.4011 3.0616 -0.1815 0.474
C -0.3106 -5.6908 1.6826 -0.954
C 2.6054 4.5610 4.7098 -0.570
C 3.0050 4.3433 3.4129 -0.745
C -4.6377 4.5397 -2.2810 -1.548
C -4.9055 2.6642 1.0352 -0.083
C 2.4001 0.2676 -5.3821 0.150
C 2.2733 -4.2908 0.9026 -0.832
C 4.8772 4.4803 -0.3081 -0.549
C 2.4001 -1.6977 -3.9700 0.294
C -5.1548 4.0206 -0.9953 0.666
C 2.6254 2.1866 5.1417 -0.821
C 5.7113 4.2239 1.9360 -0.015
C -6.2120 3.0874 1.4262 -0.665
C -1.1734 -3.3056 -3.6753 -1.003
C 6.9795 5.4822 0.3249 -0.422
C -4.1715 -1.7546 -0.2874 -0.604
C -6.9461 3.9920 0.6975 0.003
C -1.1361 1.5168 -0.3137 0.857
C 2.3340 -0.3175 -4.0711 0.243
C 4.7534 3.8893 0.9870 0.301
C 2.4223 -0.5335 -6.5190 -0.563
C 0.5840 -2.9034 2.8473 -0.987
C -2.8387 -1.2685 2.2381 -0.307
C 2.3965 3.4967 5.6219 -0.555
C -0.9304 -5.9914 -1.9290 -1.135
C 6.7914 4.9964 1.6641 -0.663
C 2.6020 -2.4877 -5.1133 -0.664
C 3.0025 3.0130 2.9387 0.501
C -6.3662 4.5044 -0.4752 -0.454
C -3.7685 -4.2312 1.3750 -1.023
C -2.0829 2.5860 0.1710 -0.593
C 2.6205 -1.9090 -6.4075 -0.600
C 4.1043 1.2461 1.1357 -0.870
C -3.5744 -4.6674 -2.1869 -1.304
C 3.2066 0.0239 0.9646 -0.023
H 0.4374 -6.4550 1.6008 0.364
H -2.2717 2.4952 1.2805 0.315
H 4.0861 4.3973 -1.0706 0.351
H -0.9775 -5.9294 0.9082 0.059
H 2.1221 3.6652 6.6380 0.428
H -6.9348 5.2449 -1.0471 0.401
H -3.2039 -0.3480 1.9057 -0.289
H -0.9261 -6.6217 -2.8241 0.463
H -3.8740 3.9074 -2.6542 0.322
H -6.5711 2.6912 2.3841 0.362
H -0.5091 -3.8146 -4.3073 0.421
H -3.9108 -4.8367 -1.1621 0.251
H -1.7893 -1.1317 2.4652 0.106
H 0.0090 -3.3496 3.7042 0.369
H 4.8128 1.1771 0.3028 0.670
H 7.4921 5.2947 2.3945 0.453
H -4.2048 5.5172 -2.1516 0.323
H -1.5345 3.5457 -0.0106 0.276
H 2.3612 5.5672 5.0555 0.335
H 0.1121 -6.0872 -1.5410 0.298
H -3.8170 -5.4436 -2.8693 0.481
H 2.5928 1.3736 5.8258 0.430
H 4.6539 1.0023 2.1246 0.491
H -4.2778 -2.3372 -1.2359 -0.080
H -4.3101 2.0247 1.7041 0.156
H -0.6841 -2.3637 -3.3832 0.044
H 2.3041 -4.7652 -0.0917 0.226
H 0.3127 -1.8764 2.6987 0.054
H -3.3633 -1.5177 3.2089 0.382
H -3.4250 -5.0563 0.6681 0.204
H 5.6096 3.8222 2.9741 0.291
H -2.0398 -2.9491 -4.2860 0.360
H 2.2180 -0.0283 -7.4713 0.367
H 1.6508 -2.8378 3.1726 0.306
H 7.8186 6.1315 0.1189 0.380
H -4.1652 -3.8119 -2.4910 0.376
H 2.8108 -3.3328 0.8203 0.117
H -5.1722 -1.7022 0.2142 0.382
H 2.9068 -4.9344 1.5759 0.347
H -1.4799 -6.6573 -1.1670 0.312
H 6.1297 5.4882 -1.6670 0.342
H -4.8756 -4.1503 1.3539 0.388
H -3.4889 -4.5481 2.3987 0.320
H 3.2564 5.1677 2.7621 0.472
H -5.4712 4.5554 -2.9458 0.433
H 2.7821 0.9151 3.4409 0.280
H 2.8104 -3.5264 -5.0210 0.479
H -3.9249 -0.7139 -0.4982 0.080
H -0.7464 -5.7826 2.6726 0.394
H 2.6790 -2.4914 -7.3150 0.369


4.
97
Properties=species:S:1:pos:R:3:mulliken_charge:R:1 method="wB97M-V/def2-TZVPD" e_lumo_ev="3.79 / 3.79" e_tot_ev=-151536.5289 total_charge=-2
Ge -0.5291 2.4630 -2.5148 1.299
V -0.5739 1.0881 0.7406 1.540
S -2.1905 -0.3706 1.7381 -0.722
S 3.2655 -2.7881 0.9456 -0.266
N 0.4154 2.2035 1.4880 -0.511
N 4.2927 -2.8155 3.4399 -0.199
N 0.2663 -1.3222 0.1752 0.972
N 5.0923 -1.0801 2.0613 0.208
N -2.2763 -0.8859 -1.4599 0.477
C -0.8906 -1.5623 2.3301 -0.841
C -2.6098 6.0840 -3.4485 -0.626
C 1.3524 3.1000 -2.2507 -0.589
C 2.2063 2.2550 -1.5507 0.182
C -1.6121 -0.6340 -5.2285 -0.722
C 6.5080 -1.3952 2.1872 -0.448
C 4.1470 -1.9947 4.6369 -0.183
C 3.4713 2.6615 -1.1744 -0.483
C 3.8980 3.9505 -1.4572 -0.477
C -0.1096 -2.2635 1.2202 -0.354
C -1.6077 0.3901 -4.3028 0.183
C 0.4153 4.5667 1.8587 1.206
C 2.7828 -2.1462 5.3042 -1.299
C 4.1948 -2.1518 2.1939 -0.227
C 1.7951 4.3851 -2.5306 -0.356
C 3.0118 4.3791 2.8347 -0.618
C -1.0220 1.6593 -0.8653 -0.097
C 0.7536 -0.3930 -5.4833 -0.520
C -3.4580 -1.0238 -0.6695 -0.860
C -3.0483 5.9116 -4.7588 -0.396
C -1.8647 5.1011 -2.8302 -0.250
C -2.7192 4.7394 -5.4281 -0.600
C 0.0581 -1.7562 -1.2025 -0.708
C 3.1096 1.9164 2.4629 -1.135
C 2.3751 5.6112 2.8125 -0.684
C -1.9637 3.7689 -4.8055 -0.210
C -1.5111 3.9260 -3.4943 -0.319
C -0.9947 4.6486 1.3508 -1.176
C 1.0774 5.6802 2.3187 -0.680
C -3.2891 -1.4992 0.7897 -0.545
C -0.4352 1.0555 -3.9545 -0.803
C 2.3904 3.2349 2.3862 1.273
C 7.3069 -0.1782 2.6417 -1.189
C 3.0499 4.8134 -2.1283 -0.619
C -1.4013 -2.0268 -1.6028 -0.879
C 0.7432 0.6398 -4.5617 -0.001
C 1.0507 3.2813 1.8820 -1.038
C -0.4262 -1.0346 -5.8263 -0.420
H -4.2581 -1.5039 1.3005 0.511
H 0.4116 -0.9351 -1.8351 0.145
H -1.1404 3.8869 0.5751 -0.163
H -2.8686 6.9947 -2.9178 0.381
H 0.6490 -2.6618 -1.4335 0.299
H 4.0307 4.3075 3.2060 0.258
H -2.8718 -2.5048 0.8285 0.212
H 6.9289 0.1889 3.5934 0.278
H 0.7927 -2.7243 1.6591 0.119
H 7.2260 0.6203 1.9087 0.289
H 8.3594 -0.4373 2.7549 0.399
H -2.5296 0.6867 -3.8202 0.229
H 0.5739 6.6417 2.2837 0.304
H 2.8428 1.3876 3.3836 0.381
H -1.5383 5.2302 -1.8072 0.419
H -0.2298 -0.9118 2.9128 0.203
H -1.2046 5.6397 0.9519 0.421
H 6.5844 -2.1805 2.9425 0.376
H 2.8838 6.5017 3.1626 0.344
H 4.3141 -0.9525 4.3525 0.178
H 4.9364 -2.2873 5.3469 0.280
H 1.1384 5.0672 -3.0590 0.288
H -1.7101 2.8680 -5.3482 0.206
H -1.3632 -2.2913 2.9988 0.529
H 4.8855 -0.5482 1.2243 0.122
H -1.7110 4.4404 2.1522 0.220
H 3.6453 -3.5973 3.4451 0.343
H 1.8409 1.2692 -1.2736 0.144
H 3.3588 5.8366 -2.3134 0.321
H 1.9989 -1.8290 4.6221 0.215
H 4.8777 4.2875 -1.1353 0.331
H 4.1197 1.9883 -0.6290 0.282
H -3.6468 6.6730 -5.2489 0.328
H -0.4202 -1.8405 -6.5527 0.316
H -3.0661 4.5886 -6.4454 0.366
H 1.6871 -0.7088 -5.9370 0.351
H 2.8344 1.2851 1.6150 -0.237
H 2.7208 -1.5431 6.2077 0.394
H -1.7485 0.0072 -1.2007 -1.050
H -3.9412 -0.0380 -0.6562 0.418
H -2.5389 -1.1352 -5.4820 0.337
H 1.6686 1.1401 -4.3016 0.277
H -4.1515 -1.7291 -1.1659 0.410
H -1.7932 -2.9063 -1.0688 0.379
H -1.3634 -2.3066 -2.6707 0.501
H 6.9395 -1.7830 1.2475 0.307
H 4.1919 2.0610 2.4673 0.350
H -0.7098 -3.0803 0.8018 0.228
H 2.6103 -3.1885 5.5744 0.427
H 1.2684 -1.1381 0.2705 -0.260